The following is a quantum chemistry calculation of a molecular structure, C13H31NO7PRb in a non-equilibrium geometry, from OMol25.

gap between HOMO and LUMO (alpha / beta) = 0.216 / 0.198 Eh
strongest force on any atom = 3.125 eV/A
<S²> = 0.77
HOMO (alpha / beta) = -3.97 / -3.49 eV
net charge = -1
2S+1 = 2

Atoms and positions in Å:
Rb (-0.4113, 2.6433, 0.8609)
P (-1.8965, 5.3778, 2.3332)
O (-0.5639, 4.7462, 2.8451)
O (-1.6593, 6.2754, 1.0788)
O (-2.5060, 6.0659, 3.5855)
O (-2.9212, 4.3145, 1.8599)
C (-1.3789, -1.4309, 0.3698)
C (0.1845, -1.6421, 0.3841)
C (0.5315, -3.1667, 0.5521)
C (0.4204, -4.1511, -0.5993)
C (1.2209, -3.5557, -1.8044)
C (0.9198, -2.0568, -2.1112)
N (0.9134, -1.2140, -0.8339)
O (0.7866, 0.1223, -1.0357)
C (2.0316, -1.4977, -3.0346)
C (-0.5046, -1.9601, -2.7023)
C (0.8366, -0.9494, 1.6461)
H (-1.8409, -1.7332, 1.3096)
H (-1.8418, -1.9894, -0.4437)
H (-1.5468, -0.3628, 0.2317)
H (1.5881, -3.2177, 0.8150)
H (-0.0426, -3.6055, 1.3681)
H (-0.6539, -4.1724, -0.7821)
H (0.6746, -5.1668, -0.2961)
H (1.0258, -4.1802, -2.6762)
H (2.2889, -3.7521, -1.7103)
H (1.9505, -1.9592, -4.0187)
H (2.0151, -0.4448, -3.3160)
H (2.9442, -1.7238, -2.4831)
H (-1.0394, -1.0422, -2.4582)
H (-0.4689, -1.8831, -3.7890)
H (-1.0843, -2.8730, -2.5662)
H (1.9107, -0.8621, 1.8100)
H (0.5835, -1.3323, 2.6347)
H (0.4126, 0.0530, 1.7054)
H (-0.0172, 0.2630, -1.5414)
C (1.6562, 1.2524, 5.1245)
C (1.1752, 2.5985, 4.6674)
O (0.4508, 2.4153, 3.4829)
H (2.2718, 1.1436, 6.0174)
H (2.3134, 0.8696, 4.3438)
H (0.8338, 0.5437, 5.2219)
H (2.0496, 3.1970, 4.4119)
H (0.5221, 2.9362, 5.4720)
H (0.0069, 3.2592, 3.3715)
C (-0.9523, 1.5572, -3.9463)
C (-2.1670, 1.3497, -3.1199)
O (-1.6435, 1.3137, -1.8195)
H (-1.1361, 1.6970, -5.0116)
H (-0.1406, 0.8541, -3.7599)
H (-0.4539, 2.4476, -3.5632)
H (-2.6751, 0.4406, -3.4414)
H (-2.7750, 2.2403, -3.2791)
H (-2.1983, 1.9481, -1.3598)

Cartesian forces (eV/Å) of the 3 atoms listed first:
Rb -0.2150 0.6498 0.3592
P 0.8391 0.3614 0.2638
O 0.0136 -0.7714 -0.9849

The molecule's natural (NBO) atomic charges, reported in e, are given here: number 1, Rb, carries 0.96; number 2, P, carries 2.43; number 3, O, carries -1.31; number 4, O, carries -1.05; number 5, O, carries -0.93; number 6, O, carries -1.06; number 7, C, carries -0.65; number 8, C, carries 0.14; number 9, C, carries -0.40; number 10, C, carries -0.40; number 11, C, carries -0.41; number 12, C, carries 0.13; number 13, N, carries -0.20; number 14, O, carries -0.59; number 15, C, carries -0.61; number 16, C, carries -0.66; number 17, C, carries -0.62; number 18, H, carries 0.22; number 19, H, carries 0.21; number 20, H, carries 0.21; number 21, H, carries 0.20; number 22, H, carries 0.20; number 23, H, carries 0.19; number 24, H, carries 0.21; number 25, H, carries 0.21; number 26, H, carries 0.21; number 27, H, carries 0.20; number 28, H, carries 0.22; number 29, H, carries 0.22; number 30, H, carries 0.21; number 31, H, carries 0.21; number 32, H, carries 0.22; number 33, H, carries 0.23; number 34, H, carries 0.22; number 35, H, carries 0.20; number 36, H, carries 0.47; number 37, C, carries -0.62; number 38, C, carries -0.06; number 39, O, carries -0.82; number 40, H, carries 0.20; number 41, H, carries 0.19; number 42, H, carries 0.20; number 43, H, carries 0.16; number 44, H, carries 0.17; number 45, H, carries 0.53; number 46, C, carries -0.63; number 47, C, carries -0.08; number 48, O, carries -0.75; number 49, H, carries 0.21; number 50, H, carries 0.21; number 51, H, carries 0.22; number 52, H, carries 0.17; number 53, H, carries 0.18; number 54, H, carries 0.49